(1)
A cluster of 10 separate species, C50H50N10 in total, computed with the ωB97M-V functional and the def2-TZVPD basis.

Geometry (Å):
C (-1.59, 1.07, 3.78)
C (-0.47, 1.44, 3.06)
C (0.71, 0.75, 3.25)
N (0.81, -0.26, 4.10)
C (-0.25, -0.56, 4.85)
C (-1.49, 0.08, 4.75)
H (-2.58, 1.49, 3.64)
H (-0.47, 2.30, 2.44)
H (1.54, 0.84, 2.60)
H (-0.12, -1.34, 5.61)
H (-2.30, -0.26, 5.42)
C (-1.80, -4.80, 0.47)
C (-1.37, -3.52, 0.82)
C (-2.31, -2.57, 1.15)
N (-3.66, -2.83, 1.13)
C (-4.03, -4.06, 0.79)
C (-3.17, -5.08, 0.44)
H (-1.03, -5.54, 0.23)
H (-0.27, -3.37, 0.72)
H (-2.00, -1.57, 1.40)
H (-5.10, -4.17, 0.82)
H (-3.56, -5.96, -0.05)
C (3.42, -3.41, 3.26)
C (4.66, -3.92, 2.88)
C (5.33, -3.36, 1.79)
N (5.01, -2.17, 1.29)
C (3.81, -1.61, 1.66)
C (2.98, -2.21, 2.64)
H (2.74, -3.88, 4.01)
H (4.94, -4.85, 3.37)
H (6.25, -3.83, 1.49)
H (3.53, -0.69, 1.24)
H (1.98, -1.83, 2.90)
C (-2.59, 4.70, 1.17)
C (-2.62, 4.19, -0.17)
C (-1.51, 4.54, -1.01)
N (-0.53, 5.32, -0.58)
C (-0.51, 5.75, 0.68)
C (-1.53, 5.52, 1.59)
H (-3.31, 4.36, 1.87)
H (-3.39, 3.48, -0.50)
H (-1.27, 4.10, -1.98)
H (0.44, 6.26, 0.90)
H (-1.48, 5.91, 2.59)
C (-5.40, 2.37, 1.82)
C (-5.50, 2.68, 3.21)
C (-5.23, 1.71, 4.15)
N (-4.91, 0.38, 3.87)
C (-4.88, 0.12, 2.57)
C (-5.03, 1.07, 1.49)
H (-5.62, 3.22, 1.16)
H (-5.78, 3.68, 3.45)
H (-5.12, 2.06, 5.18)
H (-4.71, -0.92, 2.31)
H (-4.82, 0.68, 0.50)
C (6.27, -0.53, -2.02)
C (6.55, 0.14, -3.22)
C (5.55, 0.83, -3.90)
N (4.29, 1.00, -3.42)
C (4.04, 0.42, -2.20)
C (5.04, -0.31, -1.45)
H (7.01, -1.17, -1.51)
H (7.48, -0.02, -3.79)
H (5.76, 1.18, -4.92)
H (3.07, 0.56, -1.81)
H (4.84, -0.61, -0.45)
C (3.75, 3.92, -1.16)
C (2.35, 3.55, -0.97)
C (2.09, 2.47, -0.12)
N (3.06, 1.82, 0.58)
C (4.33, 2.16, 0.38)
C (4.74, 3.22, -0.45)
H (4.10, 4.82, -1.70)
H (1.63, 4.11, -1.52)
H (1.11, 2.07, 0.16)
H (5.13, 1.62, 0.92)
H (5.77, 3.45, -0.58)
C (2.77, -3.77, -3.08)
C (1.45, -4.11, -3.29)
C (0.72, -4.73, -2.25)
N (1.20, -4.85, -1.00)
C (2.44, -4.41, -0.78)
C (3.26, -3.88, -1.76)
H (3.37, -3.35, -3.90)
H (1.19, -4.06, -4.34)
H (-0.26, -4.99, -2.56)
H (2.90, -4.49, 0.22)
H (4.22, -3.47, -1.46)
C (0.26, -0.70, -2.19)
C (0.95, -0.99, -1.02)
C (0.40, -0.44, 0.12)
N (-0.66, 0.38, 0.15)
C (-1.31, 0.61, -1.01)
C (-0.92, 0.03, -2.19)
H (0.61, -1.17, -3.13)
H (1.81, -1.66, -1.11)
H (0.89, -0.64, 1.13)
H (-2.24, 1.19, -0.94)
H (-1.36, 0.36, -3.13)
C (-5.24, 0.50, -4.71)
C (-4.62, 1.75, -4.89)
C (-4.32, 2.52, -3.76)
N (-4.67, 2.10, -2.51)
C (-5.23, 0.91, -2.36)
C (-5.54, 0.06, -3.42)
H (-5.41, -0.10, -5.58)
H (-4.26, 1.96, -5.92)
H (-3.78, 3.51, -3.81)
H (-5.50, 0.71, -1.34)
H (-5.90, -0.95, -3.28)

Calculated values
Relative energy (zero: lowest compared OMol25 entry of this formula, charge and spin) ... 52.0 kcal per mole
SMILES string ... c1ccncc1.c1ccncc1.c1ccncc1.c1ccncc1.c1ccncc1.c1ccncc1.c1ccncc1.c1ccncc1.c1ccncc1.c1ccncc1
Net charge ... 0
Spin multiplicity ... 1
Total energy ... -67558.4158 eV
Max |F| ... 3.164 eV Å⁻¹

Löwdin population analysis, charges in e, atoms 1 to 4: -0.07 -0.07 -0.17 0.04

(2)
A structure of composition C50H51ClIN5O5SSe2Ti, computed with the ωB97M-V functional and the def2-TZVPD basis.

Geometry (Å):
Ti (0.70, -0.48, 0.06)
C (-5.88, 5.71, 0.46)
C (-4.93, 4.74, 1.12)
C (-3.81, 4.26, 0.45)
C (-2.98, 3.32, 1.05)
C (-3.25, 2.87, 2.32)
C (-4.36, 3.35, 3.01)
C (-5.19, 4.27, 2.41)
S (-2.31, 1.51, 3.02)
O (-2.24, 1.80, 4.44)
O (-3.09, 0.35, 2.67)
N (-0.92, 1.46, 2.28)
C (0.09, 2.30, 2.67)
C (-0.11, 3.47, 3.42)
C (0.93, 4.25, 3.92)
C (2.23, 3.92, 3.66)
C (2.49, 2.82, 2.81)
C (3.84, 2.55, 2.48)
C (4.13, 1.56, 1.60)
C (3.06, 0.86, 1.03)
N (1.77, 1.02, 1.34)
C (1.45, 2.01, 2.27)
H (-5.55, 5.95, -0.55)
H (-5.96, 6.64, 1.02)
H (-6.88, 5.29, 0.39)
H (-3.59, 4.61, -0.55)
H (-2.13, 2.91, 0.52)
H (-4.55, 2.98, 4.01)
H (-6.07, 4.63, 2.94)
H (-1.12, 3.76, 3.66)
H (0.69, 5.12, 4.52)
H (3.06, 4.49, 4.05)
H (4.62, 3.16, 2.92)
H (5.13, 1.31, 1.30)
H (3.30, 0.14, 0.26)
Cl (1.78, 0.50, -6.82)
C (1.49, -0.16, -5.23)
C (0.87, -1.37, -5.12)
C (0.57, -1.91, -3.85)
I (-0.39, -3.76, -3.82)
C (0.87, -1.24, -2.68)
O (0.55, -1.62, -1.47)
C (1.55, 0.01, -2.82)
N (1.86, 0.62, -1.65)
C (2.54, 1.75, -1.71)
C (2.91, 2.36, -2.91)
C (2.57, 1.78, -4.10)
C (1.88, 0.56, -4.08)
H (0.60, -1.92, -6.01)
H (2.82, 2.20, -0.78)
H (3.45, 3.30, -2.88)
H (2.83, 2.24, -5.04)
C (-0.97, -4.20, -0.30)
C (-0.80, -4.00, 1.18)
C (-0.76, -5.13, 2.00)
C (-0.57, -5.01, 3.36)
C (-0.41, -3.74, 3.90)
C (-0.46, -2.59, 3.12)
C (-0.27, -1.27, 3.78)
C (-0.67, -2.72, 1.73)
N (-0.77, -1.56, 0.89)
C (-2.00, -1.29, 0.32)
C (-3.24, -2.13, 0.54)
C (-2.12, -0.19, -0.48)
C (-3.50, 0.30, -0.83)
N (-0.98, 0.53, -0.83)
C (-1.04, 1.43, -1.91)
C (-0.50, 2.73, -1.82)
C (0.09, 3.27, -0.54)
C (-0.51, 3.58, -2.92)
C (-1.05, 3.20, -4.13)
C (-1.59, 1.93, -4.23)
C (-1.59, 1.04, -3.16)
C (-2.15, -0.33, -3.45)
H (-0.43, -5.09, -0.64)
H (-0.60, -3.34, -0.85)
H (-2.02, -4.34, -0.57)
H (-0.86, -6.11, 1.54)
H (-0.55, -5.88, 4.00)
H (-0.24, -3.62, 4.97)
H (0.13, -1.40, 4.79)
H (-1.22, -0.73, 3.85)
H (0.42, -0.64, 3.22)
H (-3.03, -3.00, 1.17)
H (-3.64, -2.49, -0.41)
H (-4.01, -1.55, 1.04)
H (-4.08, -0.44, -1.40)
H (-3.47, 1.22, -1.40)
H (-4.05, 0.49, 0.10)
H (-0.57, 4.02, -0.09)
H (1.05, 3.76, -0.73)
H (0.22, 2.48, 0.18)
H (-0.07, 4.57, -2.80)
H (-1.06, 3.88, -4.97)
H (-2.00, 1.59, -5.18)
H (-1.76, -0.70, -4.40)
H (-1.91, -1.06, -2.67)
H (-3.24, -0.29, -3.54)
O (5.50, -2.72, 0.95)
C (5.20, -3.96, 0.37)
C (3.77, -4.13, -0.18)
C (3.67, -5.64, -0.45)
O (2.49, -6.06, -1.14)
C (2.71, -3.80, 0.90)
Se (2.42, -1.92, 1.38)
C (3.52, -3.35, -1.50)
Se (4.79, -1.89, -1.99)
H (5.40, -2.08, 0.21)
H (5.36, -4.72, 1.14)
H (5.89, -4.17, -0.46)
H (3.73, -6.17, 0.51)
H (4.51, -5.96, -1.07)
H (1.76, -5.51, -0.83)
H (3.01, -4.29, 1.83)
H (1.73, -4.18, 0.62)
H (2.54, -2.90, -1.45)
H (3.52, -4.05, -2.34)

Calculated values
Relative energy (zero: lowest compared OMol25 entry of this formula, charge and spin) ... 11.1 kcal per mole
Net charge ... -2
Spin multiplicity ... 1
Total energy ... -255637.3069 eV
Max |F| ... 1.301 eV Å⁻¹

Löwdin population analysis, charges in e, atoms 1 to 4: 0.94 -0.07 -0.29 -0.03

(3)
A cluster of 7 separate species, C50H52N3O14P2S in total, computed with the ωB97M-V functional and the def2-TZVPD basis.

Geometry (Å):
C (-0.80, -0.85, 1.16)
C (-0.61, -1.44, -0.25)
P (-0.55, -3.28, 0.01)
C (1.22, -3.77, 0.32)
C (-1.10, -4.13, -1.57)
N (-2.17, -4.85, -1.40)
N (-2.63, -5.53, -2.43)
S (-4.10, -6.36, -1.93)
C (-4.73, -5.51, -0.46)
O (-5.09, -6.24, -2.96)
O (-3.78, -7.67, -1.49)
C (-2.15, -5.62, -3.70)
P (-2.94, -6.65, -5.02)
C (-3.35, -8.33, -4.35)
C (-1.74, -7.11, -6.35)
C (-2.30, -8.19, -7.29)
C (-1.00, -4.79, -3.94)
C (-0.36, -4.66, -5.30)
C (-0.49, -4.06, -2.87)
C (0.72, -3.17, -3.03)
C (0.36, -1.72, -3.43)
N (0.08, -1.60, -4.88)
H (-1.81, -1.03, 1.54)
H (-0.11, -1.30, 1.88)
H (-0.62, 0.23, 1.17)
H (-1.54, -1.26, -0.80)
H (0.28, -1.04, -0.74)
H (1.80, -2.85, 0.24)
H (1.33, -4.24, 1.30)
H (1.56, -4.43, -0.48)
H (-4.76, -4.44, -0.59)
H (-5.70, -5.97, -0.31)
H (-4.06, -5.80, 0.34)
H (-4.27, -8.33, -3.78)
H (-2.52, -8.69, -3.75)
H (-3.49, -9.02, -5.18)
H (-0.79, -7.43, -5.90)
H (-1.49, -6.24, -6.97)
H (-2.13, -9.17, -6.83)
H (-1.74, -8.21, -8.22)
H (-3.38, -8.10, -7.44)
H (0.11, -5.60, -5.59)
H (0.34, -3.83, -5.38)
H (-1.15, -4.46, -6.03)
H (1.30, -3.10, -2.11)
H (1.40, -3.56, -3.79)
H (-0.49, -1.33, -2.86)
H (1.25, -1.13, -3.23)
H (-0.92, -1.77, -5.02)
H (0.18, -0.62, -5.13)
C (-8.22, -6.66, -5.62)
C (-7.33, -7.53, -5.15)
C (-7.53, -8.99, -5.28)
O (-6.71, -9.77, -4.84)
C (-8.76, -9.45, -5.95)
C (-9.66, -8.59, -6.43)
C (-9.45, -7.12, -6.30)
O (-10.26, -6.33, -6.73)
H (-8.09, -5.59, -5.53)
H (-6.42, -7.22, -4.65)
H (-8.89, -10.53, -6.04)
H (-10.56, -8.90, -6.93)
C (3.84, 3.25, 1.73)
C (3.23, 2.33, 0.99)
C (1.78, 2.41, 0.71)
O (1.23, 1.56, 0.03)
C (1.03, 3.54, 1.29)
C (1.62, 4.47, 2.04)
C (3.08, 4.38, 2.32)
O (3.64, 5.21, 3.00)
H (4.90, 3.21, 1.95)
H (3.76, 1.49, 0.55)
H (-0.03, 3.57, 1.07)
H (1.05, 5.30, 2.47)
C (6.82, -2.40, -1.60)
C (5.89, -1.47, -1.40)
C (4.81, -1.67, -0.40)
O (3.96, -0.82, -0.22)
C (4.81, -2.94, 0.37)
C (5.74, -3.87, 0.16)
C (6.82, -3.68, -0.84)
O (7.66, -4.52, -1.02)
H (7.61, -2.28, -2.33)
H (5.87, -0.54, -1.95)
H (4.01, -3.06, 1.09)
H (5.75, -4.81, 0.71)
C (-1.97, 6.60, 5.08)
C (-2.12, 7.40, 6.13)
C (-0.95, 7.95, 6.85)
O (-1.09, 8.67, 7.81)
C (0.40, 7.58, 6.36)
C (0.55, 6.77, 5.31)
C (-0.62, 6.21, 4.59)
O (-0.51, 5.45, 3.64)
H (-2.81, 6.18, 4.54)
H (-3.10, 7.69, 6.50)
H (1.24, 8.00, 6.89)
H (1.53, 6.49, 4.94)
C (1.42, 11.75, 2.03)
C (1.20, 11.38, 3.29)
C (1.69, 10.09, 3.82)
O (1.48, 9.76, 4.97)
C (2.45, 9.21, 2.89)
C (2.67, 9.58, 1.63)
C (2.18, 10.87, 1.10)
O (2.38, 11.20, -0.05)
H (1.07, 12.69, 1.62)
H (0.65, 12.01, 3.98)
H (2.80, 8.28, 3.29)
H (3.22, 8.95, 0.94)
C (5.94, 9.55, 8.24)
C (5.08, 9.00, 7.38)
C (3.93, 8.20, 7.86)
O (3.15, 7.69, 7.08)
C (3.76, 8.04, 9.32)
C (4.62, 8.59, 10.18)
C (5.77, 9.39, 9.71)
O (6.55, 9.89, 10.48)
H (6.79, 10.14, 7.91)
H (5.18, 9.10, 6.31)
H (2.91, 7.45, 9.65)
H (4.52, 8.48, 11.25)

Calculated values
Relative energy (zero: lowest compared OMol25 entry of this formula, charge and spin) ... 0.0 kcal per mole
Net charge ... +1
Spin multiplicity ... 1
Total energy ... -115225.7794 eV
Max |F| ... 3.253 eV Å⁻¹

Löwdin population analysis, charges in e, atoms 1 to 4: -0.17 -0.42 1.00 -0.27